{
  "formula": "C6H14N2",
  "method": "ωB97M-V/def2-TZVPD",
  "species": ["N", "C", "C", "C", "C", "C", "N", "C", "H", "H", "H", "H", "H", "H", "H", "H", "H", "H", "H", "H", "H", "H"],
  "xyz": [[1.8104, -0.9825, -0.5341], [0.4443, -0.3974, -0.3701], [0.0685, 0.6686, -1.4232], [-0.0706, 0.0997, -2.8377], [0.8414, 1.0184, -3.2624], [0.1811, 0.0558, 1.0111], [-0.3290, -0.8772, 1.9558], [-1.6824, -0.3837, 2.2995], [2.0436, -1.7838, 0.0411], [2.2942, -0.1985, -0.0841], [-0.2573, -1.2283, -0.4766], [-0.9580, 0.9030, -1.1451], [0.6215, 1.5875, -1.1799], [-1.0948, -0.1336, -3.0506], [1.9132, 0.7886, -3.5455], [0.7213, 2.1603, -3.2115], [0.4989, 0.9476, 1.5448], [-2.0969, -1.2662, 2.7653], [0.1206, -0.5379, 2.8386], [-1.7428, 0.4852, 2.9466], [-2.3855, -0.1261, 1.4872], [-0.9416, -0.7996, 4.2309]],
  "lowdin_charge": [0.09, -0.40, -0.23, -0.18, -0.02, -0.03, -0.13, -0.25, 0.08, 0.07, 0.14, 0.11, 0.12, 0.09, 0.09, 0.09, 0.13, 0.04, 0.00, 0.04, 0.09, 0.05],
  "homo_energy_ha": -0.24971,
  "max_force_ha_per_bohr": 0.0710,
  "orbital_gap_ha": 0.181
}

{
  "formula": "C38H71BF13IN7O10P3S",
  "method": "ωB97M-V/def2-TZVPD",
  "species": ["C", "C", "C", "C", "C", "C", "I", "O", "C", "C", "B", "O", "O", "C", "C", "C", "O", "C", "O", "C", "C", "C", "C", "C", "F", "F", "C", "F", "F", "C", "F", "F", "C", "F", "F", "C", "F", "F", "C", "F", "F", "F", "O", "C", "O", "C", "N", "O", "C", "C", "P", "S", "H", "H", "H", "H", "H", "H", "H", "H", "H", "H", "H", "H", "H", "H", "H", "H", "H", "H", "H", "H", "H", "H", "H", "H", "H", "H", "H", "H", "H", "H", "H", "H", "H", "H", "H", "C", "N", "C", "P", "O", "N", "C", "C", "N", "C", "C", "H", "H", "H", "H", "H", "H", "H", "H", "H", "H", "H", "H", "H", "H", "H", "H", "H", "H", "C", "N", "C", "P", "O", "N", "C", "C", "N", "C", "C", "H", "H", "H", "H", "H", "H", "H", "H", "H", "H", "H", "H", "H", "H", "H", "H", "H", "H"],
  "xyz": [[4.9196, -4.0530, 0.9533], [3.6636, -4.0504, 0.3913], [3.0578, -2.9507, -0.5080], [2.8620, -3.5651, -1.9039], [2.0734, -2.7722, -2.9770], [2.0433, -1.2506, -2.8316], [1.0187, -0.4500, -4.5677], [1.9263, -2.3112, 0.0670], [1.0299, -3.1025, 0.8260], [1.3335, -3.0246, 2.3615], [2.3642, -1.8783, 2.7342], [1.9687, -0.5340, 2.7620], [3.6604, -2.1416, 3.0976], [-0.4672, -2.6787, 0.6249], [-0.7831, -2.8121, -0.8900], [-0.7496, -4.2153, -1.4861], [-1.9008, -5.0118, -1.1726], [-1.5855, -6.3180, -0.8484], [-1.9773, -7.2127, -1.5688], [-0.7386, -6.6506, 0.3757], [-0.7403, -8.1360, 0.7418], [-0.7646, -1.2616, 1.0963], [-0.1247, -0.1596, 0.2308], [-0.5421, 1.2473, 0.6452], [0.3027, 2.0681, -0.0270], [-0.3198, 1.3756, 1.9680], [-1.9968, 1.6742, 0.2303], [-2.5158, 0.6560, -0.5079], [-1.9483, 2.7039, -0.6146], [-3.0061, 1.9023, 1.3760], [-3.1940, 0.7767, 2.0813], [-4.1905, 2.1588, 0.7893], [-2.7416, 3.0581, 2.4081], [-2.1553, 2.5662, 3.5048], [-3.9593, 3.4746, 2.8293], [-2.0410, 4.3304, 1.8893], [-0.8034, 4.1084, 1.4520], [-2.8326, 4.8374, 0.9295], [-1.9329, 5.4623, 2.9698], [-1.3191, 5.0378, 4.0651], [-1.1331, 6.3970, 2.4123], [-3.0827, 6.0634, 3.2179], [-1.1771, -3.7075, 1.3233], [-2.5228, -3.5380, 1.4159], [-3.1026, -4.8785, 1.5283], [-3.0203, -5.3504, 2.7320], [-2.8110, -5.6932, 3.8383], [-2.8829, -2.8135, 2.5337], [-4.2096, -2.3059, 2.4075], [-4.8087, -2.0906, 3.7946], [4.4076, -1.6431, -0.5456], [5.8898, -2.0548, -1.7354], [5.8083, -4.1859, 0.3416], [5.1145, -3.8772, 2.0109], [3.0118, -4.8975, 0.6185], [2.3241, -4.5073, -1.7432], [3.8100, -3.8617, -2.3416], [2.5437, -2.9690, -3.9412], [1.0478, -3.1127, -3.1086], [1.5004, -0.8794, -1.9738], [3.0555, -0.8658, -2.9084], [1.0242, -4.1664, 0.6016], [1.7462, -3.9767, 2.6966], [0.4369, -2.8084, 2.9432], [2.4164, -0.0368, 2.0724], [3.9922, -1.3469, 3.5318], [-1.7912, -2.4240, -1.0694], [-0.1104, -2.2004, -1.4826], [0.1481, -4.7914, -1.2618], [-0.7545, -4.0851, -2.5715], [-0.9816, -6.0743, 1.2602], [0.2937, -6.3793, 0.1254], [0.2199, -8.3458, 1.2192], [-0.8086, -8.8011, -0.1124], [-1.4879, -8.3644, 1.4978], [-1.8329, -1.0398, 1.1031], [-0.4405, -1.0697, 2.1169], [-0.2553, -0.3123, -0.8359], [0.9509, -0.1496, 0.3936], [-3.0158, -3.0999, 0.5479], [-4.2492, -1.4025, 1.7922], [-4.8625, -3.0287, 1.9090], [-4.0739, -1.6530, 4.4630], [-5.7153, -1.4949, 3.7041], [-5.1373, -3.0702, 4.1377], [4.8463, -1.3944, 0.7676], [3.7520, -0.4572, -0.9484], [-5.0332, -0.1619, -8.5862], [-4.2382, 0.5569, -7.6150], [-4.9598, 0.9712, -6.4219], [-2.5657, 0.9467, -7.7055], [-2.1203, 0.2400, -6.4439], [-1.6992, -0.0536, -8.8003], [-2.2750, -0.7419, -9.9358], [-0.5695, -0.7876, -8.2377], [-2.8178, 2.1224, -8.9792], [-1.5598, 2.8234, -9.3497], [-3.8105, 3.1798, -8.7012], [-4.9165, 0.2366, -9.5985], [-6.0976, -0.0736, -8.3642], [-4.7958, -1.2308, -8.5935], [-5.3351, 2.0019, -6.5121], [-4.3193, 0.9328, -5.5386], [-5.8112, 0.3214, -6.2193], [-2.7930, -1.6619, -9.6400], [-1.4911, -1.0199, -10.6472], [-2.9593, -0.1090, -10.4971], [-0.9026, -1.6719, -7.6816], [0.0152, -0.1590, -7.5713], [0.1137, -1.1177, -9.0245], [-1.1713, 3.4234, -8.5214], [-1.7328, 3.4793, -10.2033], [-0.7888, 2.1165, -9.6455], [-3.6210, 3.6885, -7.7526], [-4.8213, 2.7767, -8.6878], [-3.7953, 3.9237, -9.4978], [2.4990, 5.9253, 4.7439], [2.8534, 4.5479, 5.0096], [2.1275, 3.5661, 4.2213], [4.0279, 3.9609, 6.1141], [4.8953, 3.1682, 5.1670], [5.1850, 5.1519, 6.5589], [4.9648, 6.5836, 6.5605], [6.5841, 4.8616, 6.2690], [3.0786, 4.3962, 7.5202], [3.7270, 3.9681, 8.7878], [1.7011, 3.8644, 7.5635], [2.2950, 6.4878, 5.6599], [1.5808, 5.9883, 4.1580], [3.2783, 6.4415, 4.1736], [1.2483, 3.1850, 4.7630], [2.7572, 2.7082, 3.9769], [1.7833, 3.9790, 3.2722], [5.0437, 7.0132, 5.5548], [5.7096, 7.0802, 7.1898], [4.0018, 6.8520, 6.9909], [6.8344, 5.0532, 5.2188], [6.8243, 3.8267, 6.4971], [7.2336, 5.4784, 6.8953], [3.8013, 2.8786, 8.8570], [3.1571, 4.3330, 9.6428], [4.7284, 4.3813, 8.8759], [1.6680, 2.7830, 7.4071], [1.0698, 4.3464, 6.8191], [1.2467, 4.0848, 8.5294]],
  "lowdin_charge": [-0.01, -0.12, -0.58, -0.16, -0.30, -0.66, 0.84, -0.09, -0.22, 0.02, -0.65, 0.13, 0.15, -0.34, -0.05, -0.14, -0.01, -0.43, 0.13, -0.14, -0.07, -0.06, -0.05, -0.42, 0.12, 0.14, -0.34, 0.14, 0.17, -0.34, 0.16, 0.16, -0.34, 0.16, 0.16, -0.36, 0.18, 0.17, -0.54, 0.19, 0.16, 0.20, 0.04, -0.39, 0.07, -0.33, 0.18, -0.03, -0.24, -0.04, 0.46, 0.19, 0.05, 0.07, 0.12, 0.11, 0.09, 0.09, 0.06, 0.00, 0.01, 0.12, 0.12, 0.12, 0.10, 0.12, 0.14, 0.09, 0.11, 0.13, 0.09, 0.11, 0.07, 0.07, 0.08, 0.11, 0.13, 0.12, 0.11, 0.17, 0.11, 0.13, 0.08, 0.08, 0.08, 0.00, -0.01, -0.13, -0.34, -0.14, 0.71, -0.34, -0.33, -0.14, -0.15, -0.27, -0.13, -0.13, 0.07, 0.08, 0.08, 0.07, 0.07, 0.08, 0.08, 0.08, 0.06, 0.08, 0.02, 0.08, 0.08, 0.08, 0.07, 0.09, 0.07, 0.08, -0.12, -0.33, -0.13, 0.69, -0.31, -0.33, -0.14, -0.14, -0.27, -0.13, -0.13, 0.07, 0.07, 0.08, 0.07, 0.06, 0.08, 0.08, 0.08, 0.07, 0.08, 0.07, 0.08, 0.08, 0.08, 0.07, 0.09, 0.07, 0.08],
  "smiles": "C=C[C@@](CCCI)(O[C@@H](CB(O)O)[C@](CCOC(=O)CC)(CCC(F)(F)C(F)(F)C(F)(F)C(F)(F)C(F)(F)C(F)(F)F)O[C@@H](OC#N)OCC)[PH2]=S.CN(C)P(=O)(N(C)C)N(C)C.CN(C)P(=O)(N(C)C)N(C)C",
  "homo_energy_ha": -0.30096,
  "max_force_ha_per_bohr": 0.1349,
  "orbital_gap_ha": 0.272
}

{
  "formula": "CH2NO3P",
  "method": "ωB97M-V/def2-TZVPD",
  "species": ["H", "N", "C", "P", "O", "O", "O", "H"],
  "xyz": [[-2.4120, 0.2681, 0.8541], [-1.4254, 0.5934, 0.8803], [-0.6955, 0.0454, -0.0077], [1.1148, 0.0777, -0.2665], [1.7949, 1.2642, 0.3568], [1.4389, -1.4628, 0.6600], [1.2997, -0.0934, -1.7537], [-1.1154, -0.6926, -0.7231]],
  "lowdin_charge": [-0.02, -0.04, -0.38, 0.14, -0.51, -0.73, -0.52, 0.05],
  "smiles": "[H]/N=C/P(=O)([O-])[O-]",
  "homo_energy_ha": 0.04476,
  "max_force_ha_per_bohr": 0.1164,
  "charge": -2,
  "orbital_gap_ha": 0.225
}

{
  "formula": "C49H67FN5O2ReS",
  "method": "ωB97M-V/def2-TZVPD",
  "species": ["Re", "C", "N", "C", "C", "C", "N", "C", "C", "C", "C", "C", "C", "C", "O", "C", "C", "C", "C", "C", "C", "C", "C", "C", "C", "C", "C", "C", "C", "C", "O", "C", "C", "C", "C", "C", "C", "C", "C", "H", "H", "H", "H", "H", "H", "H", "H", "H", "H", "H", "H", "H", "H", "H", "H", "H", "H", "H", "H", "H", "H", "H", "H", "H", "H", "H", "H", "H", "H", "H", "H", "H", "H", "H", "H", "H", "H", "H", "H", "H", "H", "H", "H", "H", "H", "H", "H", "H", "H", "H", "H", "H", "H", "C", "N", "C", "C", "N", "C", "S", "C", "C", "C", "C", "C", "N", "H", "H", "H", "H", "H", "H", "H", "H", "H", "F", "C", "C", "C", "C", "C", "C", "H", "H", "H", "H"],
  "xyz": [[-0.0253, -0.2600, 0.6611], [-2.1880, 3.2254, -2.5329], [-0.9470, 2.6847, -2.0036], [-0.0277, 3.7724, -1.7146], [-0.3844, 1.7270, -2.9299], [0.7420, 0.8600, -2.3951], [0.4226, -0.3881, -1.6055], [-0.5089, -1.2777, -2.3812], [-1.9148, -1.4621, -1.9259], [-2.9414, -1.3764, -2.8478], [-4.2385, -1.7380, -2.5028], [-4.4232, -2.2638, -1.2301], [-3.4121, -2.3639, -0.2668], [-2.1540, -1.8908, -0.6298], [-1.1208, -1.8396, 0.2880], [-3.6943, -3.0403, 1.0868], [-2.7847, -4.2722, 1.2166], [-3.4508, -2.0824, 2.2570], [-5.1444, -3.5182, 1.2032], [-5.3739, -1.6119, -3.5163], [-5.3510, -0.2148, -4.1497], [-5.1814, -2.6686, -4.6135], [-6.7453, -1.8185, -2.8663], [1.7139, -1.1709, -1.6559], [2.9148, -0.4757, -1.1118], [3.9664, -0.0822, -1.9232], [5.1270, 0.4287, -1.3604], [5.1781, 0.4770, 0.0292], [4.1491, 0.0662, 0.8855], [2.9771, -0.3704, 0.2644], [1.8480, -0.7845, 0.9376], [4.4241, 0.1602, 2.3994], [3.3840, -0.5468, 3.2680], [4.4648, 1.6406, 2.8104], [5.7847, -0.4827, 2.7142], [6.3010, 0.9347, -2.2002], [7.6237, 0.3735, -1.6593], [6.3357, 2.4676, -2.1223], [6.1661, 0.5206, -3.6670], [-2.0349, 3.7807, -3.4723], [-2.6387, 3.9006, -1.8055], [-2.8956, 2.4167, -2.7284], [0.1985, 4.3709, -2.6135], [0.9138, 3.4025, -1.3118], [-0.4686, 4.4303, -0.9648], [0.0378, 2.2512, -3.8061], [-1.1913, 1.0998, -3.3180], [1.4370, 1.4545, -1.8070], [1.3021, 0.5116, -3.2697], [-0.0566, -2.2683, -2.3649], [-0.4956, -0.9546, -3.4233], [-2.7134, -1.0370, -3.8543], [-5.4079, -2.6137, -0.9662], [-1.7329, -3.9825, 1.2454], [-2.9258, -4.9486, 0.3705], [-3.0224, -4.8210, 2.1328], [-2.4376, -1.6897, 2.2626], [-3.6279, -2.6119, 3.1984], [-4.1385, -1.2353, 2.2071], [-5.3893, -4.2908, 0.4705], [-5.8533, -2.6947, 1.0938], [-5.2909, -3.9505, 2.1951], [-4.4378, -0.0367, -4.7210], [-5.4331, 0.5629, -3.3843], [-6.1931, -0.1022, -4.8358], [-4.2429, -2.5142, -5.1518], [-5.9990, -2.6197, -5.3372], [-5.1644, -3.6733, -4.1851], [-6.8857, -1.1639, -2.0022], [-6.8916, -2.8517, -2.5422], [-7.5292, -1.5905, -3.5906], [1.8869, -1.4352, -2.7022], [1.5377, -2.0903, -1.0985], [3.8710, -0.1968, -2.9964], [6.0853, 0.8542, 0.4851], [2.4000, -0.1125, 3.1319], [3.6783, -0.4433, 4.3161], [3.3141, -1.6114, 3.0323], [3.5438, 2.1460, 2.5098], [5.3015, 2.1592, 2.3367], [4.5832, 1.7294, 3.8949], [5.8230, -1.5110, 2.3478], [5.9394, -0.5016, 3.7958], [6.6208, 0.0633, 2.2784], [7.8638, 0.7662, -0.6693], [8.4429, 0.6512, -2.3255], [7.5914, -0.7164, -1.5936], [6.4174, 2.8063, -1.0868], [5.4271, 2.8992, -2.5493], [7.1930, 2.8591, -2.6756], [6.0669, -0.5626, -3.7720], [7.0571, 0.8286, -4.2165], [5.3074, 0.9954, -4.1479], [1.5057, 4.3910, 2.7876], [1.0834, 3.2008, 3.5245], [0.9210, 3.1189, 4.8958], [0.4976, 1.8855, 5.1734], [0.3959, 1.1854, 3.9536], [0.7707, 2.0320, 2.9396], [0.8533, 1.8987, 1.2524], [0.0442, -0.2034, 3.9112], [-0.2197, -0.8451, 5.1124], [-0.3533, -2.2184, 5.1355], [-0.1867, -2.9307, 3.9634], [-0.0049, -2.2162, 2.8041], [0.0489, -0.8660, 2.7525], [1.7378, 5.1676, 3.5095], [0.7041, 4.7193, 2.1290], [2.3874, 4.1667, 2.1925], [1.1232, 3.9486, 5.5507], [0.2632, 1.4603, 6.1270], [-0.3145, -0.2965, 6.0321], [-0.5589, -2.7207, 6.0721], [-0.2333, -4.0100, 3.9299], [0.0705, -2.7215, 1.8550], [-5.6292, 2.4513, 1.4501], [-4.4008, 1.9303, 1.2662], [-4.0248, 1.5164, 0.0097], [-2.7532, 0.9842, -0.1683], [-1.8451, 0.8126, 0.8844], [-2.2930, 1.2710, 2.1353], [-3.5447, 1.8303, 2.3431], [-4.7119, 1.6215, -0.8213], [-2.4753, 0.7121, -1.1696], [-1.6711, 1.1970, 3.0057], [-3.8645, 2.1673, 3.3210]],
  "lowdin_charge": [1.45, -0.10, -0.26, -0.11, -0.19, -0.14, -0.19, -0.11, -0.17, 0.01, -0.15, 0.05, -0.07, -0.26, -0.28, -0.51, -0.03, -0.03, -0.06, -0.56, -0.05, -0.04, -0.06, -0.14, -0.17, 0.03, -0.15, 0.03, -0.07, -0.26, -0.33, -0.52, -0.05, -0.03, -0.04, -0.56, -0.05, -0.04, -0.06, 0.09, 0.09, 0.07, 0.09, 0.05, 0.09, 0.13, 0.11, 0.10, 0.13, 0.13, 0.13, 0.12, 0.09, 0.06, 0.10, 0.09, 0.04, 0.09, 0.09, 0.09, 0.09, 0.09, 0.07, 0.08, 0.09, 0.08, 0.09, 0.09, 0.09, 0.09, 0.09, 0.13, 0.13, 0.11, 0.10, 0.04, 0.09, 0.10, 0.05, 0.09, 0.09, 0.10, 0.09, 0.08, 0.08, 0.09, 0.10, 0.08, 0.09, 0.09, 0.09, 0.09, 0.08, -0.02, -0.11, -0.01, -0.01, 0.02, -0.61, 0.82, -0.23, 0.02, -0.01, -0.02, -0.11, 0.01, 0.10, 0.09, 0.08, 0.14, 0.11, 0.10, 0.13, 0.13, 0.10, 0.06, -0.28, 0.00, -0.11, -0.32, -0.13, -0.01, 0.12, 0.07, 0.06, 0.12],
  "spin_multiplicity": 2,
  "homo_energy_ha": [-0.37271, -0.37599],
  "max_force_ha_per_bohr": 0.0265,
  "charge": 1,
  "orbital_gap_ha": [0.255, 0.252]
}

{
  "formula": "C3H4N2OS",
  "method": "ωB97M-V/def2-TZVPD",
  "species": ["C", "C", "C", "N", "N", "O", "S", "H", "H", "H", "H"],
  "xyz": [[-0.5299, 0.6159, 0.2245], [1.8420, -0.0153, 0.1232], [-1.8961, 1.0742, 0.0716], [0.6355, 0.5542, 0.1563], [0.7132, -2.0001, -0.3647], [1.8525, -1.3221, -0.1802], [3.2281, 0.8841, 0.2722], [-2.1591, 1.2162, -0.9808], [-2.1279, 1.8472, 0.7023], [-2.3929, 0.1912, 0.2517], [0.8347, -3.0455, -0.2760]],
  "lowdin_charge": [0.02, -0.94, 0.00, 0.13, 0.04, -0.16, 0.60, 0.11, 0.07, 0.07, 0.07],
  "homo_energy_ha": [-0.24619, -0.30230],
  "max_force_ha_per_bohr": 0.0692,
  "orbital_gap_ha": [0.233, 0.286]
}

{
  "formula": "C5H12O2",
  "method": "ωB97M-V/def2-TZVPD",
  "species": ["C", "C", "C", "O", "C", "C", "O", "H", "H", "H", "H", "H", "H", "H", "H", "H", "H", "H", "H"],
  "xyz": [[-2.0863, -0.0666, -1.6623], [-0.5974, 0.0213, -1.3422], [-0.2795, 0.4510, 0.0854], [-0.8708, -0.5028, 0.9768], [1.2485, 0.5857, 0.3000], [1.8199, -0.1534, 1.5118], [1.7958, -1.5590, 1.4035], [-2.2417, -0.2886, -2.7238], [-2.5662, -0.8526, -1.0728], [-2.5975, 0.8793, -1.4437], [-0.1103, 0.7408, -2.0145], [-0.1125, -0.9482, -1.5175], [-0.7615, 1.4271, 0.2586], [-0.9998, -0.0617, 1.8254], [1.5108, 1.6478, 0.3983], [1.7750, 0.2131, -0.5869], [1.3175, 0.1753, 2.4363], [2.8746, 0.1237, 1.6114], [0.8813, -1.8322, 1.5561]],
  "lowdin_charge": [-0.10, -0.22, -0.39, -0.05, -0.13, -0.28, -0.06, 0.07, 0.07, 0.07, 0.12, 0.12, 0.14, 0.10, 0.12, 0.11, 0.11, 0.12, 0.08],
  "smiles": "CC[C@@H](O)CCO",
  "homo_energy_ha": -0.36922,
  "max_force_ha_per_bohr": 0.0091,
  "orbital_gap_ha": 0.396
}